(1)
A structure of composition C21H24KN2OSSi. Source: OMol25; level of theory: ωB97M-V/def2-TZVPD.

Results
HOMO-LUMO gap ... 6.69 eV
Largest force on an atom ... 1.48 eV/A
Total charge ... -1
Energy above the lowest of the compared OMol25 structures with the same formula, charge and spin ... 0.0 kcal per mole

Last column: Mulliken charge in e.
CARTESIAN COORDINATES (ANGSTROEM)
K1 0.615 0.809 1.008  1.03
C1 -1.704 7.923 -0.470  -1.09
C2 -1.190 6.730 0.287  0.84
C3 -0.806 6.818 1.616  -0.54
C4 -0.348 5.636 2.182  -0.19
N1 -0.277 4.492 1.531  -0.36
C5 -0.674 4.491 0.223  0.03
S1 -0.605 2.980 -0.621  -0.58
N2 -1.127 5.598 -0.402  -0.51
H1 -1.824 8.799 0.170  0.32
H2 -2.666 7.686 -0.925  0.28
H3 -1.024 8.182 -1.282  0.25
H4 -0.856 7.737 2.183  0.31
H5 -0.022 5.617 3.220  0.37
C6 3.963 -4.700 1.004  -1.68
C7 3.515 -3.272 0.697  1.99
C8 4.543 -2.261 1.212  -1.82
C9 3.434 -3.108 -0.828  -1.93
Si1 1.774 -2.852 1.361  -0.31
O1 1.318 -1.375 0.969  -0.76
C10 1.700 -3.208 3.238  0.40
C11 0.430 -3.123 3.828  -0.31
C12 0.228 -3.322 5.186  -0.68
C13 1.306 -3.617 6.011  -0.34
C14 2.574 -3.707 5.460  -0.81
C15 2.761 -3.504 4.095  0.12
C16 0.588 -4.132 0.617  0.11
C17 0.512 -5.457 1.060  -0.06
C18 -0.351 -6.374 0.474  -0.73
C19 -1.170 -5.980 -0.576  -0.34
C20 -1.125 -4.667 -1.026  -0.57
C21 -0.256 -3.759 -0.432  -0.26
H6 4.961 -4.883 0.582  0.51
H7 3.285 -5.434 0.563  0.35
H8 4.017 -4.918 2.072  0.27
H9 5.512 -2.439 0.726  0.49
H10 4.708 -2.316 2.289  0.27
H11 4.239 -1.238 0.986  0.32
H12 4.423 -3.282 -1.275  0.50
H13 3.107 -2.105 -1.109  0.32
H14 2.739 -3.821 -1.278  0.37
H15 -0.431 -2.895 3.206  0.35
H16 -0.771 -3.246 5.599  0.37
H17 1.155 -3.774 7.072  0.35
H18 3.426 -3.931 6.092  0.37
H19 3.768 -3.579 3.708  0.09
H20 1.129 -5.774 1.896  0.39
H21 -0.389 -7.393 0.840  0.37
H22 -1.848 -6.690 -1.035  0.35
H23 -1.769 -4.348 -1.837  0.38
H24 -0.231 -2.732 -0.778  0.39

=====

(2)
An isolated molecule of C21H24N2O2. Source: OMol25; level of theory: ωB97M-V/def2-TZVPD.

Results
HOMO-LUMO gap ... 9.17 eV
Largest force on an atom ... 5.81 eV/A
Energy above the lowest of the compared OMol25 structures with the same formula, charge and spin ... 93.7 kcal per mole
SMILES ... NCc1ccc(C/N=C2/[C@@H]3[C@H]4C[C@@H]5[C@@H]6[C@H]4[C@H]2[C@@H]6C2(OCCO2)[C@@H]53)cc1

Last column: Mulliken charge in e.
CARTESIAN COORDINATES (ANGSTROEM)
N1 -1.212 6.493 3.332  -0.56
C1 -1.864 5.330 3.933  -1.23
C2 -1.587 4.068 3.166  0.79
C3 -2.443 3.506 2.229  -0.50
C4 -2.212 2.247 1.620  -0.54
C5 -1.016 1.570 1.974  0.47
C6 -0.644 0.214 1.411  -0.53
N2 -0.897 0.049 -0.023  -0.73
C7 -0.600 -1.093 -0.639  -0.84
C8 -0.770 -1.436 -2.069  0.32
C9 -1.485 -2.766 -1.925  -0.73
C10 -1.050 -3.600 -3.138  -0.76
C11 0.442 -3.402 -2.832  -0.76
C12 0.572 -3.865 -1.390  -0.46
C13 -0.733 -3.412 -0.757  -0.37
C14 -0.032 -2.323 0.034  0.13
C15 1.338 -2.767 -0.623  -1.02
C16 1.783 -1.769 -1.704  1.50
O1 1.994 -0.472 -1.137  -0.36
C17 3.178 0.094 -1.703  -0.54
C18 3.947 -1.082 -2.289  -0.38
O2 3.027 -2.204 -2.266  -0.52
C19 0.609 -1.873 -2.702  -0.95
C20 -0.128 2.193 2.878  -0.78
C21 -0.397 3.427 3.468  -0.44
H1 -1.805 6.888 2.596  0.25
H2 -0.296 6.234 2.974  0.28
H3 -1.492 5.220 4.955  0.32
H4 -2.926 5.514 4.095  0.43
H5 -3.333 3.996 1.899  0.39
H6 -2.869 1.812 0.851  0.37
H7 -1.291 -0.545 1.914  0.27
H8 0.392 -0.041 1.644  0.33
H9 -1.326 -0.676 -2.676  0.50
H10 -2.554 -2.636 -1.795  0.58
H11 -1.316 -3.190 -4.124  0.40
H12 -1.335 -4.664 -3.075  0.41
H13 1.100 -3.879 -3.525  0.58
H14 0.894 -4.900 -1.154  0.29
H15 -1.285 -4.089 -0.121  0.46
H16 -0.047 -2.370 1.122  0.77
H17 2.052 -3.104 0.100  0.70
H18 3.699 0.594 -0.878  0.29
H19 2.892 0.850 -2.437  0.26
H20 4.791 -1.341 -1.609  0.28
H21 4.335 -0.895 -3.317  0.28
H22 0.845 -1.350 -3.632  0.62
H23 0.742 1.617 3.139  0.35
H24 0.311 3.829 4.208  0.36

=====

(3)
A structure of composition C21H24N4O3S2. Source: OMol25; level of theory: ωB97M-V/def2-TZVPD.

Results
HOMO-LUMO gap ... 6.99 eV
Largest force on an atom ... 19.82 eV/A
Energy above the lowest of the compared OMol25 structures with the same formula, charge and spin ... 528.9 kcal per mole

Last column: Mulliken charge in e.
CARTESIAN COORDINATES (ANGSTROEM)
C1 -4.802 -0.579 2.314  -1.75
C2 -3.547 -1.085 1.658  -0.26
H1 -2.919 -1.239 2.475  0.39
H2 -3.672 -2.134 1.156  0.35
O1 -2.816 -0.366 0.496  -0.12
C3 -2.104 0.656 1.164  0.02
O2 -1.836 0.887 2.440  -0.69
C4 -1.741 1.404 -0.081  1.37
C5 -1.948 1.167 -1.412  -0.21
N1 -1.263 2.269 -2.034  0.13
C6 -0.776 2.958 -1.048  -0.85
C7 -0.952 2.465 0.111  1.22
C8 -0.319 3.247 1.282  -1.83
H3 -1.335 3.114 2.228  0.19
H4 -0.204 4.218 1.215  0.85
H5 0.489 2.664 1.968  0.17
C9 0.353 4.159 -1.787  1.03
O3 0.094 4.380 -2.873  -0.50
C10 1.177 4.802 -1.072  -1.58
H6 1.934 5.279 -1.618  0.48
H7 0.913 5.406 -0.386  0.67
S1 2.400 3.604 0.184  -0.18
C11 2.116 2.125 -0.674  0.58
N2 1.753 1.914 -1.745  -0.06
N3 1.363 0.525 -2.405  -0.69
C12 1.871 -0.089 -1.303  0.63
N4 1.995 -1.437 -1.421  -0.13
C13 1.913 -2.389 -0.267  0.09
C14 1.084 -3.048 0.441  1.26
C15 1.290 -3.818 1.432  -0.84
C16 2.428 -4.127 1.816  -0.42
C17 3.608 -3.511 1.100  -0.82
C18 3.348 -2.562 0.174  0.85
C19 4.673 -1.912 -0.571  -1.16
H8 5.501 -2.575 -0.491  0.47
H9 4.608 -0.993 0.079  0.23
H10 4.275 -1.714 -1.719  0.22
H11 4.648 -3.547 1.814  0.17
H12 2.694 -4.785 2.691  0.33
H13 0.366 -4.496 2.018  0.03
C20 -0.319 -2.622 -0.042  -1.91
H14 -0.496 -3.188 -0.900  0.66
H15 -0.543 -1.767 -0.088  0.04
H16 -0.962 -3.282 0.475  0.59
H17 1.215 -1.969 -2.142  0.41
S2 2.526 0.824 0.098  -0.39
H18 -1.125 2.451 -3.015  0.27
C21 -2.600 0.375 -2.088  -1.14
H19 -2.719 0.299 -3.202  0.37
H20 -3.755 0.137 -1.677  0.14
H21 -2.408 -0.791 -1.809  0.01
H22 -4.663 0.288 2.706  0.48
H23 -5.376 -1.220 2.846  0.47
H24 -5.436 -0.370 1.490  0.39

=====

(4)
An isolated molecule of C21H24N4O5. Source: OMol25; level of theory: ωB97M-V/def2-TZVPD.

Results
HOMO-LUMO gap ... 7.56 eV
Largest force on an atom ... 1.19 eV/A
Energy above the lowest of the compared OMol25 structures with the same formula, charge and spin ... 16.3 kcal per mole
SMILES ... CCOCCCn1/c(=N/C(C)=O)c(C(=O)OCC)cc2c(=O)n3ccccc3nc21

Last column: Mulliken charge in e.
CARTESIAN COORDINATES (ANGSTROEM)
C1 -0.320 -0.459 -4.206  -0.80
C2 0.945 -1.318 -4.186  -0.43
O1 1.356 -1.717 -2.902  -0.33
C3 1.894 -0.684 -2.103  -0.61
C4 2.540 -1.299 -0.866  -0.71
C5 1.522 -1.997 0.039  -1.22
N1 0.537 -1.062 0.553  0.05
C6 0.953 -0.158 1.515  0.42
N2 2.147 -0.286 1.965  -0.46
C7 2.923 0.617 2.619  0.63
C8 3.661 0.026 3.793  -1.35
O2 3.092 1.752 2.215  -0.62
C9 -0.015 0.820 1.967  1.36
C10 0.377 1.722 3.088  -0.38
O3 0.791 1.325 4.150  -0.58
O4 0.168 2.995 2.787  -0.28
C11 0.580 3.950 3.769  -0.17
C12 0.213 5.334 3.271  -1.24
C13 -1.247 0.887 1.406  -1.03
C14 -1.632 -0.062 0.427  0.96
C15 -2.941 -0.024 -0.152  -0.10
O5 -3.821 0.779 0.076  -0.70
N3 -3.182 -1.073 -1.108  0.16
C16 -4.396 -1.105 -1.720  -0.28
C17 -4.714 -2.064 -2.623  -0.65
C18 -3.759 -3.058 -2.936  -0.29
C19 -2.543 -3.034 -2.327  -0.48
C20 -2.219 -2.022 -1.384  -0.07
N4 -1.034 -2.021 -0.832  -0.34
C21 -0.716 -1.056 0.041  0.53
H1 -1.121 -0.968 -3.676  0.01
H2 -0.145 0.507 -3.738  0.28
H3 -0.627 -0.292 -5.235  0.45
H4 0.760 -2.253 -4.721  0.32
H5 1.762 -0.778 -4.692  0.38
H6 2.652 -0.128 -2.676  0.60
H7 1.111 0.028 -1.803  0.20
H8 3.052 -0.516 -0.307  0.40
H9 3.272 -2.042 -1.185  0.44
H10 2.041 -2.435 0.893  0.40
H11 0.986 -2.754 -0.530  0.60
H12 2.987 0.056 4.648  0.26
H13 3.929 -1.007 3.592  0.34
H14 4.544 0.619 4.014  0.39
H15 1.662 3.848 3.908  0.26
H16 0.086 3.716 4.719  0.30
H17 -0.861 5.410 3.126  0.31
H18 0.528 6.078 3.997  0.41
H19 0.708 5.528 2.324  0.31
H20 -1.967 1.633 1.705  0.57
H21 -5.064 -0.309 -1.421  0.45
H22 -5.682 -2.065 -3.094  0.42
H23 -4.001 -3.825 -3.654  0.43
H24 -1.772 -3.759 -2.530  0.48